Formula: C25H31BrIN2STi
Source: the OMol25 dataset
Level of theory: ωB97M-V/def2-TZVPD

```
62
Properties=species:S:1:pos:R:3:nbo_charge:R:1
Ti 5.01 2.87 21.14 1.462
C 5.46 6.51 17.75 -0.607
C 4.84 5.17 18.01 -0.259
C 4.59 4.48 16.62 -0.607
C 5.67 4.33 18.93 -0.032
C 5.94 3.00 18.65 -0.227
C 6.86 2.28 19.49 -0.214
C 7.51 2.90 20.60 -0.003
C 8.43 2.11 21.51 -0.645
C 7.08 4.21 20.92 -0.297
C 6.27 4.92 20.08 -0.148
H 4.82 7.24 17.16 0.239
H 6.36 6.44 17.09 0.218
H 5.70 7.04 18.68 0.208
H 3.91 5.40 18.51 0.224
H 5.64 4.29 16.26 0.208
H 4.17 5.15 15.87 0.239
H 4.01 3.56 16.72 0.215
H 5.61 2.52 17.74 0.272
H 6.96 1.23 19.34 0.268
H 8.49 1.07 21.25 0.248
H 7.93 2.13 22.52 0.244
H 9.44 2.56 21.60 0.255
H 7.54 4.64 21.82 0.263
H 6.09 6.00 20.37 0.256
S 5.28 0.39 21.65 -0.171
C 3.76 0.46 20.79 0.074
C 2.86 -0.62 20.52 -0.241
C 1.63 -0.40 19.92 -0.122
C 1.26 0.88 19.55 -0.261
C 2.10 1.94 19.70 0.061
N 3.31 1.72 20.36 -0.588
H 3.14 -1.60 20.81 0.236
H 0.98 -1.24 19.64 0.241
H 0.26 1.06 19.16 0.236
H 1.97 2.92 19.33 0.213
Br 5.99 0.56 15.11 0.072
C 6.13 -1.33 15.26 -0.112
C 6.34 -2.00 14.08 -0.234
C 6.50 -3.40 14.00 -0.186
C 6.44 -4.18 15.13 -0.199
C 6.28 -3.52 16.34 -0.225
C 6.01 -2.15 16.43 -0.205
I 5.77 -1.35 18.34 0.166
H 6.30 -1.37 13.18 0.234
H 6.68 -3.86 12.97 0.236
H 6.50 -5.25 15.14 0.233
H 6.32 -4.18 17.23 0.234
C 2.74 3.90 24.15 -0.585
C 4.22 4.20 23.78 0.008
C 4.40 5.70 23.62 -0.597
C 5.16 3.65 24.84 -0.592
N 4.48 3.59 22.56 -0.668
H 2.52 4.43 25.10 0.222
H 2.59 2.84 24.34 0.218
H 2.10 4.19 23.33 0.212
H 5.35 5.94 23.05 0.198
H 4.39 6.30 24.61 0.237
H 3.62 6.15 22.94 0.217
H 6.19 3.84 24.49 0.202
H 5.05 2.55 24.88 0.222
H 5.01 4.04 25.87 0.232
```

Computed properties:
Highest occupied orbital energy   -10.907 eV
E   -5199.918759 Eh
Molecular weight   646.3 u
Total charge   +1

***

Formula: C25H31CoN7O11S
Source: the OMol25 dataset
Level of theory: ωB97M-V/def2-TZVPD

```
76
Properties=species:S:1:pos:R:3:lowdin_spin:R:1
Co -0.07 0.14 -0.26 0.977
O -3.49 0.35 2.41 0.002
C -2.79 -0.10 1.51 0.002
O -2.08 0.58 0.71 0.006
C -2.80 -1.64 1.29 0.000
C -2.63 -2.02 -0.19 0.000
C -3.08 -3.48 -0.37 0.000
C -1.92 -4.23 0.30 0.001
C -0.99 -3.05 0.68 0.001
O -1.22 -2.11 -0.36 0.011
C -1.57 -2.35 1.91 0.000
C -0.48 -1.39 2.52 0.000
O -0.26 -1.51 3.73 -0.001
O 0.11 -0.61 1.73 -0.007
H -3.73 -2.03 1.71 0.000
H -3.04 -1.30 -0.90 0.000
H -3.16 -3.73 -1.43 0.000
H -4.04 -3.66 0.10 0.000
H -1.42 -4.91 -0.39 0.000
H -2.22 -4.78 1.19 0.000
H 0.07 -3.29 0.75 0.000
H -1.86 -3.06 2.70 0.000
C 3.46 4.73 -6.05 0.000
C 2.43 4.29 -5.04 0.000
C 2.65 4.37 -3.67 0.000
C 1.66 3.98 -2.78 0.000
C 0.44 3.53 -3.23 0.000
C 0.20 3.47 -4.59 0.000
C 1.20 3.83 -5.49 0.000
S -0.86 3.01 -2.04 -0.001
O -2.09 3.40 -2.74 -0.002
O -0.59 3.77 -0.83 0.000
N -0.71 1.45 -1.82 -0.015
C -1.03 0.70 -3.00 -0.001
C -0.22 -0.62 -3.04 0.002
O -0.31 -1.34 -4.04 0.001
O 0.49 -0.85 -2.03 0.015
H 4.36 5.10 -5.57 0.000
H 3.04 5.52 -6.67 0.000
H 3.72 3.90 -6.71 0.000
H 3.60 4.73 -3.29 0.000
H 1.81 4.05 -1.71 0.000
H -0.77 3.17 -4.94 0.000
H 1.01 3.77 -6.55 0.000
H -0.81 1.25 -3.92 0.000
H -2.10 0.42 -3.03 0.000
C 4.88 -2.75 -2.10 0.000
N 4.19 -1.72 -1.36 0.000
C 4.92 -0.73 -0.62 0.000
C 3.87 -0.34 0.47 0.000
O 4.12 0.43 1.38 0.000
N 2.75 -1.05 0.24 0.000
C 2.95 -1.83 -0.79 0.000
N 2.07 -2.75 -1.22 0.000
H 5.52 -2.30 -2.86 0.000
H 4.15 -3.39 -2.59 0.000
H 5.50 -3.37 -1.43 0.000
H 5.16 0.14 -1.23 0.000
H 5.83 -1.13 -0.15 0.000
H 1.13 -2.46 -0.95 0.000
H 2.07 -2.90 -2.22 0.000
C 1.29 4.45 2.69 0.000
N 1.63 3.42 1.76 0.000
C 2.81 3.38 0.95 0.001
C 2.45 2.23 -0.04 0.001
O 3.18 1.90 -0.95 0.000
N 1.23 1.76 0.30 0.006
C 0.75 2.49 1.30 0.001
N -0.44 2.36 1.83 0.000
H 2.02 5.26 2.61 0.000
H 1.29 4.07 3.72 0.000
H 0.30 4.85 2.45 0.000
H 3.70 3.11 1.52 0.000
H 2.97 4.32 0.41 0.000
H -1.12 1.71 1.40 0.000
H -0.71 2.90 2.63 0.000
```

Computed properties:
2S+1   2
Highest occupied orbital energy (alpha / beta)   -2.816 / -2.792 eV
E   -3963.339932 Eh
Molecular weight   696.6 u
Total charge   -2

***

Formula: C25H31IrN2OS
Source: the OMol25 dataset
Level of theory: ωB97M-V/def2-TZVPD

```
61
Properties=species:S:1:pos:R:3:nbo_charge:R:1
Ir -0.36 -0.35 -1.36 1.000
C 2.51 -3.30 -0.26 -0.656
C 1.62 -2.77 -1.34 0.013
C 0.22 -2.80 -1.18 -0.114
C -0.63 -2.38 -2.21 -0.344
C -0.04 -1.80 -3.39 -0.252
C 1.33 -1.79 -3.55 -0.162
C 2.14 -2.29 -2.53 -0.149
H 2.06 -3.20 0.72 0.238
H 3.48 -2.80 -0.26 0.243
H 2.69 -4.37 -0.43 0.264
H -0.22 -3.22 -0.28 0.249
H -1.68 -2.60 -2.19 0.276
H -0.70 -1.46 -4.18 0.260
H 1.76 -1.39 -4.46 0.256
H 3.22 -2.29 -2.66 0.247
N -3.09 -0.61 -2.66 -0.654
N -2.22 0.29 -1.95 -0.522
H -3.52 -0.10 -3.42 0.389
H -3.82 -0.90 -2.02 0.389
H -2.67 0.61 -1.09 0.430
H -2.06 1.12 -2.51 0.418
O -0.12 1.73 -1.31 -0.997
S 0.03 3.13 -0.67 1.247
C -0.03 3.08 1.15 -0.594
C 1.40 3.08 1.66 -0.420
C 2.17 4.00 0.72 -0.416
C 1.79 3.59 -0.71 -0.578
H -0.67 2.25 1.43 0.266
H -0.55 4.01 1.40 0.258
H 1.81 2.07 1.63 0.226
H 1.44 3.43 2.69 0.252
H 3.25 3.94 0.85 0.255
H 1.87 5.04 0.88 0.229
H 2.30 2.69 -1.03 0.245
H 1.91 4.37 -1.45 0.267
C -5.38 -0.40 1.46 -0.182
C -4.64 -1.03 0.47 -0.207
C -3.25 -0.95 0.47 -0.294
C -2.57 -0.23 1.46 -0.009
C -3.33 0.36 2.47 -0.201
C -4.72 0.29 2.47 -0.176
C -1.11 -0.12 1.55 -0.284
C -0.15 -0.28 0.64 -0.064
C 1.30 -0.31 0.94 -0.153
C 1.70 -0.82 2.19 -0.190
C 3.03 -0.81 2.55 -0.182
C 4.00 -0.36 1.67 -0.182
C 3.63 0.10 0.41 -0.205
C 2.28 0.14 0.06 -0.248
H -6.45 -0.47 1.47 0.242
H -5.15 -1.63 -0.28 0.221
H -2.69 -1.53 -0.26 0.196
H -2.83 0.89 3.27 0.223
H -5.28 0.77 3.26 0.242
H -0.76 0.16 2.54 0.230
H 0.96 -1.22 2.86 0.233
H 3.32 -1.18 3.53 0.244
H 5.05 -0.37 1.95 0.244
H 4.38 0.45 -0.29 0.234
H 2.02 0.55 -0.91 0.208
```

Computed properties:
Highest occupied orbital energy   -13.629 eV
E   -1657.855955 Eh
Molecular weight   599.8 u
Total charge   +2

***

Formula: C25H31N3O7
Source: the OMol25 dataset
Level of theory: ωB97M-V/def2-TZVPD

```
66
Properties=species:S:1:pos:R:3:nbo_charge:R:1
C -3.40 -5.73 -0.23 -0.258
O -4.25 -4.60 -0.09 -0.503
C -3.65 -3.40 -0.23 0.782
O -2.47 -3.27 -0.46 -0.606
C -4.60 -2.27 -0.07 -0.158
C -5.93 -2.46 0.28 -0.185
C -6.75 -1.35 0.44 -0.197
C -6.27 -0.07 0.24 -0.244
C -4.93 0.12 -0.11 0.232
N -4.37 1.37 -0.32 -0.647
C -4.87 2.61 -0.05 0.674
O -5.98 2.86 0.35 -0.605
C -3.82 3.69 -0.35 -0.308
N -2.48 3.13 -0.32 -0.472
C -1.98 2.95 1.04 -0.225
C -0.77 2.02 1.01 -0.406
C 0.32 2.60 0.11 -0.066
N 1.42 1.68 0.00 -0.612
C 2.69 1.97 0.40 0.674
O 2.99 3.06 0.85 -0.629
C 3.67 0.86 0.23 -0.130
C 3.32 -0.48 0.28 -0.295
C 4.27 -1.48 0.13 0.233
O 3.95 -2.81 0.17 -0.510
C 2.63 -3.19 0.44 -0.250
C 5.62 -1.13 -0.07 0.283
O 6.67 -1.96 -0.26 -0.494
C 6.58 -3.34 0.04 -0.238
C 5.97 0.24 -0.11 0.271
O 7.29 0.48 -0.31 -0.480
C 7.72 1.82 -0.33 -0.251
C 5.00 1.22 0.04 -0.274
C -0.27 2.92 -1.27 -0.395
C -1.50 3.81 -1.13 -0.214
C -4.11 -0.99 -0.27 -0.214
H -2.92 -5.73 -1.21 0.194
H -2.63 -5.72 0.54 0.192
H -4.04 -6.60 -0.12 0.196
H -6.31 -3.45 0.44 0.228
H -7.79 -1.49 0.71 0.218
H -6.90 0.79 0.37 0.255
H -3.39 1.40 -0.61 0.427
H -3.96 4.52 0.36 0.206
H -4.03 4.07 -1.35 0.226
H -2.77 2.51 1.65 0.212
H -1.70 3.91 1.49 0.177
H -0.39 1.88 2.02 0.224
H -1.08 1.04 0.62 0.194
H 0.73 3.51 0.56 0.237
H 1.24 0.79 -0.44 0.394
H 2.29 -0.75 0.48 0.214
H 2.64 -4.28 0.45 0.201
H 1.94 -2.85 -0.34 0.178
H 2.29 -2.82 1.41 0.178
H 6.23 -3.51 1.06 0.178
H 7.60 -3.71 -0.06 0.188
H 5.93 -3.86 -0.66 0.184
H 7.50 2.34 0.61 0.179
H 7.27 2.38 -1.16 0.176
H 8.80 1.78 -0.48 0.200
H 5.24 2.27 0.03 0.242
H 0.48 3.41 -1.89 0.222
H -0.56 1.99 -1.76 0.195
H -1.93 4.00 -2.12 0.206
H -1.20 4.78 -0.70 0.171
H -3.07 -0.87 -0.54 0.225
```

Computed properties:
Highest occupied orbital energy   -8.045 eV
E   -1662.217955 Eh
SMILES   COC(=O)c1cccc(NC(=O)CN2CCC(NC(=O)c3cc(OC)c(OC)c(OC)c3)CC2)c1
Molecular weight   485.5 u
Total charge   0